1.
47
Properties=species:S:1:pos:R:3:forces:R:3 method="wB97M-V/def2-TZVPD" homo_ev="-5.376 / -7.649" lumo_ev="-0.29 / -0.65" multiplicity=3 s_squared=2.01
Pt 8.0305 8.1202 9.7515 1.2716 0.3645 1.0934
C 6.0683 11.6603 7.6699 0.5351 0.5794 -1.0057
N 7.3588 11.2713 7.0333 0.2289 -0.6682 0.3995
C 7.6948 11.4832 5.6951 0.0545 0.0068 0.3566
C 8.9825 11.0890 5.5939 1.5860 -0.5249 -1.5762
N 9.4658 10.6041 6.7895 -0.8297 0.3811 0.0633
B 10.9775 10.0929 6.9558 -0.6574 -0.0223 0.5495
N 10.8379 8.5646 6.7890 -1.0076 -3.6530 -0.7040
C 10.8212 7.9204 5.4898 -0.0492 0.7133 1.9278
C 10.7223 6.5762 5.6783 -0.0327 1.0069 0.1563
N 10.5983 6.3347 7.0540 -0.0724 0.3091 -0.9619
C 10.6845 5.0089 7.6730 -0.2709 0.4892 1.3441
C 10.5572 7.5513 7.7178 1.7132 0.7451 -1.1627
S 10.4668 7.6811 9.4113 0.2877 -0.2649 0.0871
C 8.4522 10.6351 7.6656 -1.1043 1.5522 0.1950
S 8.4632 10.3302 9.3760 0.1203 2.0050 -0.4143
H 5.6164 12.4939 7.0558 0.6343 -0.8148 0.7768
H 6.2114 11.9581 8.7174 0.1856 -0.0138 -0.4859
H 5.3745 10.8316 7.6361 -0.1966 -0.3137 0.0269
H 7.0292 11.8511 4.9064 0.2588 -0.0990 0.7527
H 9.6808 11.0079 4.7190 -1.1242 0.4302 0.9545
H 11.4857 10.4125 8.0120 -0.3995 -0.1509 -0.3115
H 11.5520 10.5082 5.9963 0.1602 0.0920 -0.2299
H 10.7811 8.5622 4.6010 0.3713 -0.6635 0.4645
H 10.7267 5.8085 4.9259 -0.0665 -0.2124 0.1731
H 11.5583 4.4245 7.3643 -0.3465 0.2741 -0.4430
H 9.7443 4.4290 7.6277 0.4275 0.2381 -0.4936
H 10.8350 5.2008 8.7510 -0.0033 -0.0149 -0.4122
N 5.8934 8.2900 9.5994 -0.9974 0.7577 -0.8986
C 5.0283 7.4165 10.3912 -1.4118 1.0757 0.6868
C 4.9496 5.9963 9.8848 0.5390 -0.2633 0.3351
C 6.3993 5.4173 10.0269 -0.8326 -0.7458 0.7763
N 7.4968 6.1128 9.3190 1.1114 -2.4054 -0.9108
H 5.6980 9.2931 9.7019 -0.0639 -0.5008 0.3359
H 5.7228 8.1062 8.6148 -0.1107 0.0406 -0.1042
H 4.0519 7.9115 10.3819 -0.3032 -0.4382 0.2047
H 5.3684 7.4156 11.4438 -0.1045 0.0118 -0.7613
H 4.3541 5.8519 8.9618 1.0158 0.3522 -0.2208
H 4.2998 5.4316 10.5786 0.5669 0.1767 0.1012
H 6.3838 4.3427 9.8595 0.1157 -0.1646 -0.5391
H 6.5697 5.4803 11.1126 0.3602 0.2850 -0.3477
H 7.3383 6.0629 8.2883 0.3254 -0.1465 1.0411
H 8.4847 5.7177 9.5135 -2.2118 0.3116 -0.3764
Cl 8.1556 10.3030 12.7696 -0.1450 0.7407 0.4362
Si 8.1800 8.3680 12.1749 0.4919 -1.0133 -1.1533
Cl 6.7437 7.3586 13.3556 0.0746 0.1001 0.2633
Cl 9.9624 7.5830 12.9350 -0.0939 0.0550 0.0119

---

2.
70
Properties=species:S:1:pos:R:3:forces:R:3 method="wB97M-V/def2-TZVPD" homo_ev="-9.199 / -9.198" lumo_ev="-3.20 / -3.20" total_charge=+1
Os -0.1845 -0.0520 -0.2418 -0.2421 1.6104 -0.6766
C 4.1108 0.4341 3.3332 0.0029 -0.0078 0.0083
N 3.3409 -0.3725 2.3927 0.0804 0.0049 -0.0262
C 4.0473 -1.4281 1.6778 0.0095 -0.0189 0.0382
C 2.1809 0.0924 1.8571 0.0004 0.0069 -0.3617
N 1.6877 -0.2957 0.7358 -0.0439 -0.7071 0.1964
N 1.5302 1.0490 2.6292 -0.0222 0.0983 0.0653
C 0.4326 1.7970 2.2630 0.1572 0.0021 0.0976
N 0.1498 2.8158 3.1116 -0.0248 0.0772 -0.0303
N -0.2506 1.5410 1.2066 -0.0784 -0.2841 -0.0885
H 5.0677 -0.0522 3.4956 -0.0029 0.0070 0.0007
H 3.6258 0.4965 4.3108 0.0036 0.0029 0.0094
H 4.3064 1.4397 2.9528 -0.0004 0.0092 0.0053
H 4.7580 -1.8898 2.3585 0.0032 0.0169 -0.0073
H 4.5830 -1.0510 0.8023 -0.0198 -0.0034 -0.0187
H 3.3470 -2.1987 1.3589 0.0043 -0.0042 0.0061
H 2.2764 -0.9296 0.2037 0.0287 0.1164 -0.0445
H 1.9693 1.2964 3.4983 -0.0427 -0.0590 0.0152
H 0.6481 2.9428 3.9736 0.0026 0.0002 -0.0100
H -0.7208 3.3080 3.0145 -0.0053 -0.0341 0.0351
H -0.9908 2.2128 1.0452 -0.0070 -0.0693 0.0478
C -0.7388 -1.6031 2.5430 -0.1046 0.1048 0.0385
N -0.6524 -1.6593 1.0859 -0.0735 -0.0890 0.1481
C -0.9185 -2.7941 0.5084 0.1967 -0.0473 0.3270
C -0.7986 -2.8579 -0.8816 -0.1137 -0.0177 -0.3356
C -0.9548 -3.8474 -1.8583 -0.0224 0.0376 -0.0140
C -0.6838 -3.2310 -3.0766 -0.0219 -0.0017 0.0611
C -0.3705 -1.8950 -2.7995 0.0386 0.0535 0.0916
N -0.4425 -1.6695 -1.4810 0.3783 -0.1652 0.0508
C -2.1555 -1.4406 3.0476 0.0257 0.0108 0.0023
C -2.6238 -2.2351 4.0848 0.0290 0.0232 0.0258
C -3.9152 -2.0754 4.5697 -0.0094 -0.0061 0.0063
C -4.7517 -1.1232 4.0127 -0.0017 0.0058 -0.0096
C -4.2945 -0.3338 2.9647 -0.0264 0.0006 0.0147
C -3.0052 -0.4910 2.4859 0.0233 -0.0010 -0.0491
H -0.1351 -0.7580 2.8801 -0.0383 -0.0883 0.0172
H -0.2976 -2.5024 2.9832 -0.0173 0.0072 -0.0303
H -1.1894 -3.6641 1.1027 -0.0117 0.0164 -0.0030
H -1.2406 -4.8722 -1.6902 0.0010 -0.0310 0.0102
H -0.7166 -3.6812 -4.0536 0.0018 -0.0199 -0.0421
H -0.1217 -1.1017 -3.4865 0.0258 0.0266 -0.0154
H -1.9761 -2.9876 4.5188 0.0139 -0.0190 0.0069
H -4.2682 -2.7031 5.3763 -0.0093 -0.0161 0.0213
H -5.7599 -1.0027 4.3833 -0.0344 0.0052 0.0123
H -4.9512 0.3990 2.5149 -0.0146 0.0149 -0.0094
H -2.6573 0.1014 1.6470 0.0045 0.0001 -0.0059
C 1.4481 2.6159 -2.5674 0.0058 0.0137 -0.0264
C 0.0460 2.6881 -3.0967 0.0890 0.0527 -0.0378
C -0.2939 3.5154 -4.1520 0.0615 0.0265 0.0343
C -1.5985 3.5469 -4.6286 0.0116 -0.0365 0.0394
C -2.5801 2.7528 -4.0578 -0.0699 0.0073 0.0112
C -2.2861 1.9044 -3.0000 -0.1383 -0.0363 -0.0085
C -3.3408 1.0174 -2.4081 -0.0197 -0.0246 0.0828
C -0.9611 1.8823 -2.5269 0.1723 -0.0064 -0.1436
N -0.6180 1.0317 -1.5218 -0.3291 -0.5351 0.6051
H 2.0819 3.3539 -3.0554 0.0065 0.0083 -0.0149
H 1.8686 1.6210 -2.7285 -0.0044 -0.0138 0.0179
H 1.4726 2.7857 -1.4903 0.0015 0.0089 0.0053
H 0.4632 4.1416 -4.6061 0.0105 0.0074 -0.0040
H -1.8509 4.1979 -5.4543 -0.0072 0.0210 -0.0262
H -3.5917 2.7880 -4.4414 -0.0110 0.0018 0.0020
H -4.3313 1.4341 -2.5856 0.0065 -0.0162 -0.0215
H -3.1969 0.8710 -1.3364 -0.0117 0.0302 -0.1082
H -3.3026 0.0260 -2.8665 0.0147 0.0010 0.0154
C 4.3217 -0.4169 -3.8580 0.0255 0.0107 -0.0318
C 3.5224 -0.8031 -2.7043 -0.1288 -0.0820 -0.0526
N 2.8640 -1.1194 -1.8198 0.2620 -0.0143 0.1022
H 4.7882 0.5502 -3.6819 0.0073 0.0102 -0.0013
H 3.6835 -0.3513 -4.7369 -0.0057 0.0005 -0.0157
H 5.0957 -1.1605 -4.0363 0.0079 -0.0041 -0.0045

---

3.
22
Properties=species:S:1:pos:R:3:forces:R:3 method="wB97M-V/def2-TZVPD" smiles=CCN.O.O.O.O homo_ev=-9.839 lumo_ev=0.33
C 0.3748 -0.7178 1.3959 -0.7660 -1.5452 -0.2652
C -0.2690 0.5455 1.9307 -0.1856 0.8706 -0.4380
N -1.4729 0.3912 2.7875 1.2945 -0.8488 -0.1402
H -0.3394 -1.5579 1.3707 -0.2759 0.3003 0.1641
H 0.7024 -0.7172 0.3607 0.3682 0.6691 -0.0460
H 1.1692 -1.1394 1.9857 0.5710 0.2232 0.4394
H 0.4687 1.1605 2.4391 0.0725 -0.0119 0.2485
H -0.5959 1.1513 1.0835 0.0440 0.0670 -0.0449
H -2.1549 0.0486 2.1389 -0.8663 -0.0486 -0.2526
H -1.2782 -0.4521 3.3320 -0.2026 0.3254 0.3992
O -4.6895 -3.0030 0.9507 0.0536 -0.5790 0.4076
H -4.0932 -2.9522 0.2014 -0.1446 0.3472 -0.1108
H -5.1896 -2.1915 1.0322 0.0979 0.2448 -0.3070
O 1.5495 1.7023 -2.0306 0.2148 0.3316 0.2625
H 2.2475 2.0201 -2.6156 -0.1540 -0.2594 -0.3686
H 1.9842 1.9277 -1.1993 -0.3154 -0.2361 0.2488
O -0.3261 -0.8517 -2.0748 -0.2979 -0.2890 -0.4328
H -0.5146 -1.3620 -1.2830 0.2067 0.3305 0.0724
H 0.1703 -0.0571 -1.8542 0.1395 0.0439 0.2040
O 4.4050 1.8621 -2.0940 0.0280 0.1216 0.0715
H 5.0043 2.4044 -1.5707 0.0120 -0.0113 -0.0585
H 4.8288 1.7705 -2.9513 0.1057 -0.0458 -0.0535

---

4.
78
Properties=species:S:1:pos:R:3:forces:R:3 method="wB97M-V/def2-TZVPD" homo_ev="-12.958 / -13.285" lumo_ev="-5.89 / -8.54" multiplicity=3 total_charge=+2 s_squared=2.02
N -6.1825 4.5032 -3.9514 0.1277 0.0930 0.3673
C -5.8907 4.8571 -2.6960 0.3330 -0.3655 -0.1106
C -4.9622 4.1667 -1.9085 0.2575 -0.6831 -0.0119
C -4.2653 3.0263 -2.4323 -1.2475 0.1959 -1.1848
C -4.5416 2.7350 -3.7989 -0.3419 0.1962 0.3691
C -5.5210 3.4815 -4.4851 0.4446 -0.2943 0.2621
C -3.3028 2.2880 -1.6027 0.8250 0.0866 -0.2825
Ni -1.1444 -0.2386 -1.1732 0.1820 0.7626 0.4619
P 3.9217 -0.6647 0.4894 -0.9832 1.2893 0.0925
C -2.1872 1.5231 -1.9514 -1.5375 0.4753 -0.2584
C -0.9513 1.8444 -1.1745 1.1629 0.1829 0.6204
C 0.3179 2.0137 -1.8077 -1.3452 0.1741 0.3304
C 1.3070 2.7383 -1.1577 0.2510 0.5030 1.3519
C 1.1584 3.2871 0.1692 -2.4195 -2.4927 -1.8514
C -0.0452 2.9471 0.8368 -0.0468 -0.3707 -0.4106
C -1.0313 2.1963 0.1934 -0.0146 0.2475 -0.7484
Br 2.4818 4.1905 1.0247 0.9635 0.8326 0.4773
H -3.3882 2.5995 -0.5510 0.4579 0.1884 -0.5465
H -2.1068 0.9659 -2.9140 0.0094 1.1537 0.2449
H -4.8019 4.5337 -0.8922 0.0707 -0.3295 -0.2186
H -4.0553 1.9194 -4.3375 -0.0809 0.1835 0.2939
H -6.4350 5.7223 -2.3019 0.2753 -0.3619 -0.0705
H -5.8038 3.2485 -5.5161 0.2901 -0.0809 0.3378
H 0.4158 1.6976 -2.8469 0.2324 0.2291 0.2112
H -1.9836 1.9495 0.6565 0.4021 0.2397 0.5101
H 2.2174 2.9219 -1.6969 0.3666 0.1688 -0.0971
H -0.2961 3.2516 1.8475 0.4843 0.1204 -0.0024
P -0.6922 -2.1242 -0.2780 1.1285 0.4783 -0.1214
C 4.2305 1.1147 0.5472 0.7842 -0.1589 0.5202
C 5.5752 1.4914 -0.0673 0.3826 0.2123 -0.1062
H 4.2420 1.3822 1.6102 -0.0944 0.0243 -0.1332
H 3.3750 1.6072 0.0795 -0.0704 -0.1130 -0.0536
H 5.7738 2.5547 0.0765 -0.1142 -0.0522 -0.0684
H 6.3712 0.9518 0.4506 0.0185 0.0553 -0.1147
H 5.6598 1.2780 -1.1376 -0.1515 -0.0127 0.1490
C 3.2358 -1.0379 -1.1290 0.1145 -0.5497 -0.1553
C 4.2814 -1.8606 -1.8991 0.1583 -0.2838 -0.3902
H 3.0186 -0.0811 -1.6200 0.0602 -0.1233 0.1237
H 2.2935 -1.5895 -1.0021 0.2253 0.1889 -0.0488
H 3.9843 -1.9670 -2.9440 0.0246 -0.0259 0.0929
H 5.2763 -1.3976 -1.8841 -0.2621 0.0220 -0.0267
H 4.3976 -2.8645 -1.4730 -0.1008 0.1996 -0.0778
C 2.9223 -1.1085 1.9180 0.0735 -0.5885 0.2292
C 3.8189 -1.7615 2.9885 0.3724 -0.1837 0.4642
H 2.1613 -1.8206 1.5924 0.2210 0.2770 -0.0357
H 2.4173 -0.2183 2.3106 0.0359 -0.0760 -0.2522
H 3.2520 -2.4961 3.5761 0.1352 0.2754 -0.1617
H 4.6723 -2.2894 2.5316 -0.3373 0.0824 0.2553
H 4.2321 -1.0189 3.6874 -0.1290 -0.2212 -0.2865
C -0.2715 -2.7430 1.3935 -0.2364 0.6007 -0.3366
C -0.9165 -4.0864 1.6476 -0.0337 -0.4929 0.3011
H -0.5725 -1.9733 2.1144 0.0933 -0.1600 -0.0088
H 0.8197 -2.8297 1.4317 -0.3249 -0.1221 -0.0770
H -2.0094 -4.0091 1.7302 0.3814 -0.0795 0.0261
H -0.6678 -4.8041 0.8527 -0.1288 0.0930 0.3722
H -0.5161 -4.4733 2.5903 -0.2719 -0.1527 -0.1458
C 0.1490 -3.3503 -1.3780 -0.9284 0.2888 0.8157
C 0.0877 -3.0195 -2.8625 0.0694 -0.3626 -0.0742
H -0.3959 -4.2710 -1.1168 0.6598 -0.1521 -0.4916
H 1.1935 -3.3981 -1.0110 -0.5310 -0.2374 -0.1407
H -0.9268 -3.1090 -3.2717 0.2019 0.0614 0.1625
H 0.4649 -2.0089 -3.0855 -0.0248 -0.3155 0.0796
H 0.7063 -3.7707 -3.3655 -0.1132 0.3306 -0.2582
C -2.5310 -2.2429 -0.4083 0.5521 -0.9354 -0.2942
C -3.2488 -1.7867 0.8604 -0.4400 0.2116 0.2040
H -2.5742 -3.3249 -0.5861 -0.9566 0.1412 -0.2375
H -2.9324 -1.6952 -1.2959 0.3695 -0.5662 0.3138
H -4.0144 -1.0680 0.5582 0.0800 0.0361 0.2751
H -3.7840 -2.6125 1.3394 0.1818 0.1150 -0.0638
H -2.5969 -1.3105 1.6086 -0.2250 -0.0809 -0.2636
N 0.5563 0.8170 4.4908 0.8142 -0.0264 0.4866
C -0.5857 0.1116 4.3302 -1.9354 -0.4038 -2.2405
N -1.0246 -0.5014 5.4707 -1.0553 -0.3762 -0.8873
O -1.1986 0.0258 3.2111 1.7242 0.1364 2.6312
H 1.1205 0.6928 5.3353 -0.3805 0.2360 -0.6885
H 0.9721 1.2484 3.6861 -0.0720 0.0618 0.0190
H -1.9931 -0.8467 5.4355 0.8991 0.3010 0.0409
H -0.7322 -0.1096 6.3387 0.0374 0.0794 0.5415

---

5.
53
Properties=species:S:1:pos:R:3:forces:R:3 method="wB97M-V/def2-TZVPD" homo_ev=-3.186 lumo_ev=2.30 total_charge=-1
O -0.2965 -0.3132 -1.3295 0.6506 0.9329 0.9157
C 0.9772 0.3180 -1.6539 -0.5030 0.1335 0.4484
C 0.2822 1.5775 -2.1877 0.0251 -0.2013 0.2704
H 1.5440 -0.2356 -2.4030 0.0575 -0.0728 0.4082
H 1.5427 0.5194 -0.7306 0.0606 -0.3138 -0.4202
C -0.9816 0.9590 -1.4700 1.2250 0.7066 -0.4805
H 0.3601 1.6613 -3.2768 -0.4450 0.2048 0.3693
H 0.6054 2.4865 -1.6679 -0.0397 -0.0180 -0.6261
C -2.2943 0.7387 -2.1740 -0.1147 0.5002 0.1467
H -2.2212 -0.0466 -2.9227 0.0269 0.0183 0.0869
H -2.6164 1.6719 -2.6466 -0.0919 -0.0771 0.0124
H -3.0344 0.4628 -1.4221 -0.1570 -0.1223 -0.0994
C -1.0913 1.7721 -0.1816 -0.2237 -0.4155 0.6044
H -0.1278 2.1341 0.1913 -0.1074 0.0256 -0.3979
H -1.4415 1.1768 0.6588 -0.2663 0.0824 -0.3652
H -1.7521 2.6343 -0.3303 0.0605 -0.0982 0.0009
Sn 0.1653 -0.0234 3.4298 -0.8201 0.3340 0.2065
C 1.7111 1.6779 4.3110 0.9404 -0.0132 -0.2025
C 2.4101 0.4576 4.0573 1.7778 1.6799 -0.7333
C 2.4251 0.2429 2.6390 0.8466 1.1230 0.1688
H 2.9797 -0.1227 4.7713 -0.4546 0.0778 -0.0972
C 1.7408 1.3369 2.0371 0.9217 1.4009 0.5913
C 1.2340 2.1931 3.0737 2.2245 0.1719 -0.9824
H 0.7436 3.1515 2.9231 -0.1245 -0.3978 0.0651
H 1.5604 2.1315 5.2854 -0.1107 -0.2672 -0.1518
H 2.9202 -0.5709 2.1097 -0.2013 0.2245 0.2245
H 1.6835 1.5476 0.9803 -0.2571 -0.2393 0.0865
C -1.8788 -0.8524 4.2702 -1.7995 -1.1992 -0.5847
C -2.4489 0.3188 3.6865 -0.7607 -1.0746 0.0949
C -2.4587 0.1615 2.2845 0.3261 -0.5584 0.1012
H -2.8820 1.1455 4.2397 -0.0067 -0.2037 -0.0529
C -1.6603 -0.9847 1.9769 -1.9336 -0.6140 -0.0527
C -1.4069 -1.6888 3.1941 -2.2383 -0.3634 0.2627
H -1.0372 -2.7110 3.2764 0.2033 0.5038 0.0488
H -1.9473 -1.1485 5.3164 0.3885 0.3543 -0.3706
H -3.0800 0.7419 1.5873 0.8812 -0.0078 0.3871
H -1.3709 -1.3192 0.9821 -0.1761 0.0432 0.2193
O 0.0897 -1.5008 -3.4273 0.1924 -0.3703 -2.7730
C -0.0986 -0.6636 -4.5910 0.0418 0.8297 -0.1171
C 0.4538 -1.3460 -5.8582 -0.0218 -0.7295 0.3424
H 0.4386 0.3008 -4.4814 -0.0060 -0.5994 0.1627
H -1.1530 -0.3638 -4.6873 0.2322 -0.4354 0.1540
C 1.4175 -2.3884 -5.2820 0.5312 -0.2547 0.8298
H 1.0071 -0.6548 -6.5065 -0.4056 -0.0466 0.1536
H -0.3066 -1.8689 -6.4480 -0.0794 0.3470 0.1278
C 1.1237 -2.4411 -3.7534 -0.0264 -0.0756 0.3423
H 2.4542 -2.0572 -5.4119 -0.1529 -0.1685 -0.0809
H 1.3285 -3.3938 -5.7096 -0.0651 0.3314 -0.1083
H 2.0366 -2.2053 -3.1741 -0.2845 0.0462 -0.1783
H 0.7734 -3.4148 -3.3879 0.1104 0.0870 -0.2819
S 0.8757 -1.4946 5.6380 0.0971 -1.0493 1.2842
C 0.4862 -0.2697 6.6987 -0.3861 1.1323 1.6110
N 0.2159 0.5597 7.4967 0.4384 -1.3042 -1.5711

---

Short version: relative energy (zero: lowest compared OMol25 entry of this formula, charge and spin) = 0.000 0.000 1.244 0.000 2.775 eV, in the order given.
Short version: electronic energy = -3371.680681 -1594.452530 -440.878265 -6021.011540 -1596.454097 a.u., in the order given.